56
Properties=species:S:1:pos:R:3:forces:R:3:lowdin_charge:R:1 method="wB97M-V/def2-TZVPD" total_charge=+1 homo_ha=-0.4665 orbital_gap_ev=10.0 max_force_ev_per_a=1.64 total_energy_ev=-36910.90565 de_lowest_ev=0.000 multiplicity=1
N -1.29172 -1.41867 2.34959 0.534 -0.059 -0.025 0.31
H -0.40440 -1.06630 2.73509 -0.090 0.386 -0.102 0.09
H -2.09484 -0.93702 2.73293 -0.107 -0.245 0.568 0.12
H -1.30478 -1.24820 1.33211 0.518 0.104 -0.300 0.07
H -1.23772 -2.41498 2.52818 -0.522 -0.363 -0.070 0.13
H -2.31562 1.18744 2.80843 -0.140 -0.326 -0.069 0.02
H -1.74732 2.06488 3.85418 -0.152 -0.097 0.488 0.07
O -1.86431 1.12275 3.66720 -0.018 0.567 -0.372 -0.05
H -3.77569 -1.12402 -1.59206 -0.021 0.143 -0.153 0.08
H -2.89461 0.12688 -1.58739 0.296 0.005 0.153 0.03
O -2.87422 -0.82485 -1.76620 -0.945 -0.328 0.305 -0.05
H 2.67772 -0.25171 -0.67035 -0.236 0.404 -0.509 0.02
H 1.59579 0.22099 -1.75663 0.994 -0.015 0.060 0.02
O 1.86151 -0.48466 -1.12806 -0.728 -0.814 -0.031 -0.06
H -2.30300 -2.96565 -0.89935 -0.035 0.132 0.227 0.05
H -0.91161 -3.55152 -0.90234 -0.063 0.232 0.382 0.04
O -1.56157 -3.12549 -0.29992 -0.084 -0.573 -0.294 -0.07
H -2.11065 -1.59936 -3.19020 0.199 0.070 -0.289 -0.02
H 0.42723 -3.59729 -2.91140 0.377 0.460 -0.060 0.08
O -1.74984 -1.57575 -4.09339 0.014 0.076 0.050 -0.08
H 4.00845 2.13603 -0.27147 -0.342 -0.003 -0.039 0.08
H 4.81001 1.05314 -0.93830 -0.218 -0.141 -0.144 0.10
O 3.90086 1.25759 -0.66741 0.998 0.438 0.114 -0.04
H 3.79447 0.25722 0.89056 -0.168 -0.059 0.372 -0.01
H 2.66124 -0.39074 1.74477 -0.062 0.226 -0.197 0.00
O 3.59943 -0.17711 1.73956 0.115 -0.125 -0.005 -0.06
H -0.79746 -1.58715 -0.48245 -0.510 0.448 -0.119 0.00
H 1.07090 -2.47288 -1.95132 0.196 -0.004 -0.539 0.03
O 0.38737 -3.14176 -2.06433 -0.226 -0.409 0.402 -0.04
H -1.99248 -0.67608 -4.34649 0.095 -0.118 -0.153 0.01
H 0.23455 -0.44783 -0.53381 0.136 -0.162 0.452 0.01
O -0.67061 -0.64187 -0.22557 0.562 -0.078 0.107 -0.10
H -1.05566 2.14368 -4.28681 -0.913 0.325 -0.079 0.08
H -0.45649 1.44806 -3.19977 -0.415 -0.237 0.424 0.03
O -1.35944 1.72711 -3.46513 1.545 -0.133 -0.537 -0.05
H -3.70395 2.11089 1.72619 -0.632 0.060 -0.067 0.04
H -3.12371 1.52123 0.48140 -0.490 -0.159 -0.286 -0.01
O -3.81717 1.34212 1.15171 1.022 0.204 0.499 -0.06
H 1.39984 3.34314 0.19462 0.320 -0.146 0.132 0.06
H 1.25987 4.33605 -0.89998 0.321 0.083 -0.267 0.08
O 1.85889 3.63297 -0.60980 -0.694 -0.060 0.398 -0.04
H 1.55090 1.46942 3.00732 -0.037 -0.108 0.029 0.01
H 0.07057 1.70769 3.41357 0.138 -0.291 -0.153 -0.02
O 0.76396 1.98357 2.80613 0.080 0.616 -0.378 -0.06
H -1.21880 1.33231 -0.52263 -0.215 -0.329 0.005 0.03
H -1.81310 1.96528 -1.79094 -0.375 0.193 0.349 0.03
O -2.01253 1.78109 -0.84454 0.461 0.307 -0.367 -0.07
H 2.21720 -1.14632 3.64870 -0.108 0.157 0.450 0.07
H 1.19061 -0.17527 4.36506 0.392 -0.269 0.261 0.07
O 1.42670 -0.60380 3.53678 -0.404 -0.199 -0.340 -0.06
H 1.72235 2.27664 -1.82680 0.317 0.426 -0.496 0.02
H 2.19896 1.97426 -3.32353 0.204 0.138 0.221 0.08
O 1.56112 1.75628 -2.64017 -0.793 -0.394 0.062 -0.05
H 1.17932 -2.88644 0.94143 0.566 -0.122 -0.023 0.03
H 1.93938 -3.44138 2.23112 0.309 0.064 -0.457 0.05
O 1.09406 -3.30457 1.80189 -0.965 0.102 0.412 -0.03

57
Properties=species:S:1:pos:R:3:forces:R:3:lowdin_charge:R:1 method="wB97M-V/def2-TZVPD" homo_ha=-0.3514 orbital_gap_ev=9.0 max_force_ev_per_a=1.15 total_energy_ev=-39519.82189 de_lowest_ev=3.077 multiplicity=1
O -5.54444 0.63103 -2.07439 -0.034 0.228 -0.064 -0.05
H -4.74164 0.16798 -1.83499 0.284 -0.098 -0.015 0.02
H -6.22924 0.20744 -1.55685 -0.223 -0.102 0.107 0.03
O 1.52200 -3.36257 3.07408 -0.266 -0.188 -0.330 -0.03
H 1.93393 -3.84342 2.35621 -0.183 -0.460 -0.199 0.04
H 1.53490 -2.44878 2.78939 -0.121 0.726 -0.025 0.01
O 3.14130 -3.28792 0.47705 -0.002 -0.246 0.387 -0.02
H 3.08178 -2.81601 1.30771 0.086 0.481 -0.032 0.01
H 3.72888 -4.02126 0.65923 0.293 -0.349 -0.186 0.08
O -0.34342 -0.62486 0.13519 -0.050 -0.546 -0.317 -0.04
H -0.37714 0.30511 0.35935 -0.286 0.693 0.103 -0.01
H 0.11879 -1.03176 0.86801 0.163 -0.171 0.106 0.02
O -2.64542 3.34811 -2.30005 0.140 0.238 -0.041 -0.03
H -3.38869 3.95049 -2.33050 -0.252 0.171 -0.142 0.05
H -2.72228 2.91490 -1.44995 0.201 -0.342 0.298 0.03
O 1.24232 -0.04293 5.41443 0.218 -0.027 -0.371 -0.04
H 0.35064 -0.10356 5.75715 -0.261 -0.126 0.142 0.04
H 1.41207 0.89703 5.35212 0.087 0.249 0.224 0.02
O -1.86010 -2.41228 -4.15039 -0.168 -0.202 -0.090 -0.02
H -2.81711 -2.41061 -4.13134 -0.307 0.135 -0.068 0.06
H -1.62297 -3.33738 -4.21518 0.296 -0.198 -0.018 0.06
O 1.92269 -2.65955 -1.87479 -0.350 -0.323 -0.550 -0.05
H 2.45388 -2.86315 -1.10498 0.237 0.082 0.212 -0.03
H 1.15949 -2.19979 -1.52497 -0.200 0.353 0.049 0.01
O 1.08355 3.88043 0.48474 -0.088 -0.089 0.264 -0.02
H 1.08548 4.83733 0.46069 -0.133 0.349 -0.078 0.07
H 1.97561 3.63247 0.24190 0.323 -0.238 -0.175 0.07
O -1.98614 1.91039 -4.74418 -0.242 0.266 -0.785 -0.07
H -1.45059 1.22630 -4.34237 0.271 -0.264 0.359 -0.02
H -2.32867 2.41240 -4.00466 -0.063 0.062 0.335 -0.03
O 2.38739 -0.71631 2.27870 -0.130 -0.299 -0.339 -0.03
H 3.23429 -0.94651 2.66079 0.325 0.065 0.241 0.06
H 2.17069 0.13080 2.66816 -0.189 0.141 0.174 0.04
O 1.83963 -6.02934 -1.15650 0.197 -0.277 0.241 -0.06
H 1.14432 -6.36597 -1.72170 -0.101 -0.079 -0.163 0.03
H 1.53535 -5.16089 -0.89299 -0.028 0.444 -0.100 0.00
O 0.65374 3.04800 -3.03244 0.217 0.367 0.036 -0.04
H 0.01461 3.70167 -3.31609 -0.308 0.023 -0.272 0.05
H 0.53835 2.99545 -2.08368 -0.089 -0.088 0.304 0.02
O 1.86459 0.61749 -2.88342 0.934 -0.149 0.385 -0.07
H 1.04422 0.13496 -2.78149 -0.350 -0.160 -0.217 -0.03
H 1.59729 1.48218 -3.19504 -0.208 0.169 -0.251 -0.03
O -1.16701 2.12621 0.69280 0.191 -0.573 -0.586 -0.05
H -1.61438 2.37526 1.50155 -0.454 0.129 0.453 0.00
H -0.41042 2.71079 0.64726 0.402 0.354 -0.152 -0.01
O 2.44743 -3.60287 5.49721 0.344 -0.042 1.100 -0.07
H 1.97893 -3.45708 4.67534 -0.176 -0.069 -0.432 -0.05
H 3.34217 -3.81263 5.22947 0.150 -0.068 0.032 0.02
O -0.83840 -0.16573 -3.11870 0.204 0.632 0.264 -0.04
H -1.12851 -0.95628 -3.57378 -0.062 -0.627 -0.314 0.00
H -1.11736 -0.29463 -2.21217 -0.017 0.000 0.432 0.04
O 0.19664 3.44327 3.61007 -0.185 0.051 0.244 -0.03
H 0.64223 3.66946 2.79366 0.153 0.100 -0.423 0.00
H 0.61238 2.62870 3.89266 0.019 -0.182 0.045 0.01
O -3.19951 3.28526 2.04909 0.048 0.101 0.234 -0.03
H -3.92136 2.85229 2.50484 -0.189 -0.101 0.235 0.06
H -3.53649 3.45082 1.16860 -0.067 0.077 -0.271 0.04

57
Properties=species:S:1:pos:R:3:forces:R:3:lowdin_charge:R:1 method="wB97M-V/def2-TZVPD" homo_ha=-0.3885 orbital_gap_ev=10.3 max_force_ev_per_a=2.57 total_energy_ev=-39517.81564 de_lowest_ev=5.083 multiplicity=1
O 2.65985 1.26026 -3.79142 0.721 -0.500 -0.085 -0.04
H 2.18978 2.04712 -3.52769 -0.302 0.167 -0.076 0.01
H 2.25722 0.97298 -4.61270 -0.144 0.400 -0.139 0.02
O 2.07044 3.48855 1.19404 0.586 -0.023 -0.114 -0.05
H 1.94494 2.56557 1.41838 -0.080 -0.385 -0.142 0.01
H 2.29110 3.35288 0.26592 0.065 0.202 -0.324 0.05
O -0.82320 -0.06394 3.98397 1.093 0.354 -0.358 -0.09
H -0.04100 -0.57318 4.25607 -0.628 -0.732 0.125 0.01
H -0.32476 0.73309 3.67637 -0.888 -0.365 0.275 -0.03
O 1.30493 -1.49583 1.01727 0.731 -0.699 -0.323 -0.03
H 0.40490 -1.65475 0.70403 0.105 0.730 0.374 0.02
H 1.48593 -0.61704 1.34435 -0.663 0.459 -0.120 0.04
O 3.47964 -0.80231 -1.50832 -0.037 -0.132 -0.069 -0.06
H 2.60277 -0.90620 -1.12299 0.109 -0.015 0.236 0.00
H 3.50963 -1.48241 -2.18632 0.079 -0.010 -0.048 0.03
O 1.23066 -2.38491 4.06231 0.168 0.670 0.249 -0.04
H 1.17681 -3.33370 4.03695 -0.119 -0.500 0.019 0.02
H 1.63696 -2.15217 3.22181 -0.084 -0.084 -0.366 0.02
O -3.95376 -1.37493 -0.51096 -1.079 -1.495 -0.233 -0.05
H -4.33317 -1.96527 0.15454 0.452 0.495 0.792 0.04
H -4.24143 -1.97045 -1.21854 0.401 0.782 -1.114 0.07
O 0.47813 -4.16332 1.34863 2.164 -0.539 -1.285 -0.06
H 0.71400 -4.76865 2.04286 -1.051 0.324 0.618 0.03
H -0.28606 -3.60673 1.28125 -0.901 -0.492 0.933 -0.01
O -4.17006 -1.58905 2.62822 -1.203 -1.640 1.066 -0.01
H -3.45946 -0.98111 2.69369 0.932 0.938 -0.518 0.01
H -4.62083 -1.61075 1.79293 0.174 0.777 -0.108 0.00
O 1.02879 1.58452 -0.94956 0.541 0.967 0.906 -0.03
H 0.80071 0.68930 -0.70236 -0.285 -0.201 -0.514 0.02
H 0.77733 1.79834 -1.84896 -0.258 -0.827 -0.258 0.00
O -0.13081 1.28188 -3.72353 -0.043 0.278 0.291 -0.05
H -0.27623 0.32972 -3.59380 -0.060 -0.007 -0.190 0.02
H -0.94554 1.73568 -3.49636 -0.188 -0.207 -0.219 0.04
O -1.74211 -0.56092 0.65512 0.825 -1.329 -1.570 -0.04
H -1.41141 -0.23773 1.47916 -0.440 0.816 0.955 0.01
H -2.58932 -0.28462 0.28953 0.143 0.480 0.811 0.02
O 0.26627 2.09346 3.03654 -0.205 0.009 0.069 -0.02
H -0.45418 2.57428 2.61013 0.273 0.245 -0.274 0.07
H 1.09094 2.50811 2.80144 -0.063 0.487 0.154 0.03
O 4.45217 0.97181 0.92398 -0.282 0.451 0.681 -0.05
H 4.42001 1.63066 1.62940 -0.209 -0.183 0.174 0.03
H 5.19106 1.31275 0.42753 0.385 -0.205 -0.738 0.03
O -2.21407 2.88862 -1.00946 -0.056 0.250 -0.245 -0.04
H -2.21141 3.84883 -0.92684 -0.121 0.046 0.439 0.04
H -1.77635 2.78611 -1.85627 0.136 -0.271 -0.043 0.00
O -0.36947 4.77436 1.40366 0.366 0.266 0.314 -0.06
H 0.45892 4.78635 0.91971 -0.038 -0.370 -1.210 0.01
H 0.11286 4.84214 2.23011 -0.676 0.149 1.051 0.03
O 0.39161 -1.29015 -4.69338 -0.377 0.957 0.027 -0.03
H 0.49160 -2.23262 -4.75964 0.290 -0.503 0.074 0.05
H 1.25425 -0.86991 -4.64537 0.212 -0.458 0.006 0.03
O -2.19233 -1.45546 -2.93903 -0.055 -0.288 -0.383 -0.03
H -2.01707 -1.68155 -2.02307 0.066 0.250 0.058 -0.01
H -2.34737 -0.51044 -2.98306 -0.114 0.071 0.256 0.03
O -1.40253 -3.51440 -0.32651 0.552 0.220 -0.366 -0.03
H -1.70365 -2.60155 -0.33765 -0.600 0.038 0.432 -0.01
H -2.13662 -4.12132 -0.23611 -0.320 0.182 0.048 0.06

58
Properties=species:S:1:pos:R:3:forces:R:3:lowdin_charge:R:1 method="wB97M-V/def2-TZVPD" total_charge=+1 homo_ha=-0.4797 orbital_gap_ev=10.0 max_force_ev_per_a=3.61 total_energy_ev=-39527.88841 de_lowest_ev=3.131 multiplicity=1
O -1.27871 -2.70770 -1.11489 -0.231 0.540 0.226 -0.06
H -3.71606 -0.00114 -0.45383 2.294 0.363 -1.424 0.10
H -1.89206 -2.33805 -1.76400 0.410 -0.206 0.254 0.05
O 0.12337 -4.51780 0.10556 0.283 1.195 0.711 -0.06
H -0.58042 -4.68616 -0.51631 -0.381 -0.223 -0.291 0.03
H -0.32142 3.46951 -0.75979 1.256 0.167 0.614 0.04
O -2.17923 2.43988 2.94215 -0.995 0.184 0.209 -0.05
H -3.21205 -0.25173 2.04429 -0.134 -0.409 -0.585 0.07
H -3.41705 1.06559 -1.46818 0.733 -0.157 0.036 0.05
O -0.38360 2.60237 -1.18050 -1.668 1.455 -0.529 -0.06
H 1.63587 -3.64893 -2.29609 -0.071 0.574 -0.271 0.09
H -2.71318 2.55296 3.75807 0.931 -0.278 -0.641 0.10
O 1.39889 0.67152 -1.60600 1.053 -0.715 0.067 -0.07
H 0.83709 1.33859 -1.16087 -0.119 0.033 -0.118 0.03
H 1.24984 -0.17731 -1.13690 -0.026 0.556 -0.283 0.06
O -0.16276 -0.72466 0.35694 -1.606 1.083 -0.714 -0.06
H 3.20934 1.28096 -3.34432 1.383 0.526 0.190 0.16
H 0.02075 -0.11734 2.98334 -0.080 -0.368 -0.037 -0.02
O 1.30498 -2.76936 -2.02528 -0.096 -0.857 0.519 -0.08
H 1.22818 0.37173 3.72155 -2.807 0.788 -0.211 0.09
H -0.23824 -3.73009 0.58721 0.341 -1.233 -0.103 0.02
O -2.96582 0.27892 -1.11572 -3.220 -1.395 0.848 -0.13
H 2.90471 0.95873 -2.04153 -0.215 0.259 1.702 0.11
O 3.42991 -3.18476 -0.40081 -0.302 -0.377 0.512 -0.06
H 4.00299 -2.48527 -0.69669 0.255 0.332 -0.247 0.01
H 2.55877 -3.01453 -0.80508 0.694 0.170 0.104 -0.03
O -1.25922 4.25776 1.07849 0.933 0.011 0.185 -0.05
H -1.35385 2.76741 -1.34542 1.262 -1.818 -0.272 0.08
H 1.02677 1.79954 -3.24083 0.062 0.283 0.315 0.03
O 0.23840 0.62012 3.55602 2.309 -0.045 0.271 -0.09
H -1.32825 2.03444 3.12129 0.263 -0.426 0.852 0.01
H -0.83664 3.69873 1.76573 -0.580 0.657 -0.535 0.07
O -3.20689 -0.89329 1.30361 -0.193 0.397 1.148 -0.04
H -2.33627 -0.79758 0.91352 0.119 -0.079 -0.201 -0.02
H -1.26665 5.15102 1.42480 0.062 0.208 0.174 0.07
O 2.98526 1.28526 1.33985 0.556 -0.088 0.132 -0.05
H -0.47111 0.11766 0.74818 0.700 -0.090 0.024 0.07
H -0.83118 -0.73825 -0.39113 0.771 0.251 0.842 0.03
O 3.78164 1.34006 -2.48399 -2.344 1.961 -1.558 0.16
H 3.70342 2.38093 -2.38343 0.257 -2.537 0.168 0.22
H 1.28972 2.57786 -4.51809 0.675 0.193 1.078 0.10
O -1.10979 -0.48108 -2.72982 0.564 -0.048 -1.249 -0.07
H -0.83519 -0.64397 -3.65648 -0.151 -0.059 0.837 0.08
H 0.75708 -3.06331 -1.25864 0.282 -0.222 -0.638 0.01
O -0.92920 -2.97853 2.45071 -0.271 0.249 1.427 -0.04
H -2.69071 2.39821 1.11603 -0.128 -0.182 -0.446 0.02
H -1.29008 -3.10401 3.35339 0.436 -0.756 -0.559 0.08
O -2.68839 2.32630 0.13704 -0.747 0.030 1.026 -0.09
H -0.53879 -2.06571 -1.03414 -1.171 -1.003 -0.811 0.00
H -2.44598 3.21828 -0.07856 -0.139 0.851 0.256 0.00
O 1.64850 2.45930 -3.60049 -0.633 -0.557 -1.671 -0.06
H 2.51186 0.47837 1.56446 -0.211 -0.136 -0.071 0.00
H -2.02240 -0.78589 -2.67353 -0.233 0.659 -0.031 0.02
O 1.79338 -1.46132 2.99339 -0.414 1.144 0.034 -0.05
H 1.51072 -2.37665 2.90377 0.719 -0.197 -0.169 0.06
H 2.73199 -1.25926 2.96535 0.062 -1.273 -0.044 0.06
H 3.87717 1.14886 1.70336 -0.410 0.164 -0.195 0.05
H -1.25942 -2.08723 2.34326 -0.086 0.455 -0.856 -0.01